{
  "formula": "C5H39N2O13",
  "method": "ωB97M-V/def2-TZVPD",
  "species": ["C", "C", "C", "N", "C", "C", "N", "H", "H", "H", "H", "H", "H", "H", "H", "H", "H", "H", "H", "H", "H", "H", "O", "H", "H", "O", "H", "H", "O", "H", "H", "O", "H", "H", "O", "H", "H", "O", "H", "H", "O", "H", "H", "O", "H", "H", "O", "H", "H", "O", "H", "H", "O", "H", "H", "O", "H", "H", "O"],
  "xyz": [[-2.9638, 0.3191, 0.8293], [-3.1866, -0.6610, 1.9575], [-2.9742, -2.1380, 1.4839], [0.7315, -2.9797, 1.4068], [-0.4782, -2.4098, 0.9995], [-1.5653, -2.5165, 1.7865], [-1.4480, 0.8353, 0.9234], [-3.5514, 1.2374, 0.9312], [-2.9868, -0.2147, -0.1438], [-2.5641, -0.5848, 2.8649], [-4.2593, -0.6242, 2.3545], [-3.3933, -2.2074, 0.4579], [-3.6319, -2.9375, 1.9141], [0.7966, -2.9181, 2.4215], [1.6117, -2.8476, 0.9498], [-0.4691, -2.0856, -0.0188], [-1.4515, -3.1135, 2.7013], [-1.6361, 1.9059, 0.9665], [-1.0256, 0.7399, 1.8245], [-0.7739, 0.6884, 0.1829], [2.2940, 1.2353, 0.0324], [1.8115, 0.3678, -1.0027], [1.4631, 0.8398, -0.2478], [0.9419, 2.5617, -1.2076], [0.5774, 3.9271, -1.9479], [0.4150, 2.9820, -1.8988], [2.5146, -1.7236, -1.5067], [2.1125, -1.0223, -2.8027], [1.7485, -1.3381, -1.9624], [3.2886, -3.4846, -0.5975], [3.9915, -2.1352, -0.1800], [3.1916, -2.6598, -0.1040], [-0.7523, -0.4878, -1.6474], [-0.9556, 0.5780, -2.6015], [-1.0862, 0.4192, -1.6487], [4.7041, 1.4190, 0.1213], [4.6746, 2.4960, -1.0841], [4.2522, 2.1487, -0.2971], [-0.6931, 1.6149, 4.8281], [0.3917, 0.8369, 3.8645], [-0.4856, 1.1955, 3.9926], [-1.8877, -4.2165, -1.3519], [-0.4122, -4.5953, -0.6115], [-1.2504, -4.8504, -1.0169], [-1.8025, 1.8617, -3.8308], [-0.4104, 2.5860, -3.9383], [-0.8582, 1.7301, -3.9925], [-0.8453, 4.1140, 2.8408], [-1.0521, 2.9943, 3.2389], [-0.8426, 3.2665, 2.2995], [-2.5118, 3.8048, -1.1928], [-1.5593, 2.7243, -1.7871], [-2.5212, 2.9457, -1.6208], [2.1055, 2.0050, -3.1008], [1.8503, 0.9216, -4.1784], [2.3771, 1.1362, -3.4042], [3.3372, -0.5667, 2.1871], [2.1511, -1.0693, 1.5113], [2.4372, -0.8320, 2.4018]],
  "spin_multiplicity": 1,
  "homo_energy_ha": -0.3791,
  "e_above_lowest_ev": 4.834,
  "charge": 1,
  "homo_lumo_gap_ev": 7.50
}